## 1
Molecular formula: C6H10O
Method: DFT, wB97M-V/def2-TZVPD

Output
Gap between HOMO and LUMO, eV: 8.37
LUMO energy, eV: 0.60
HOMO, eV: -7.78

Last column: Löwdin charge in e.
Cartesian coordinates (Å):
O 1.684 1.148 0.127  -0.177
C -1.085 0.294 0.608  -0.047
C -0.018 -2.049 0.929  -0.057
C -0.179 0.939 -1.438  -0.170
C -0.239 -0.736 0.231  -0.300
C -0.825 1.475 -0.153  -0.189
C 0.577 -0.183 -0.799  -0.072
H 1.367 -0.733 -1.304  0.139
H -0.725 -2.176 1.756  0.075
H 0.498 1.623 0.274  0.124
H 0.994 -2.126 1.350  0.076
H -0.151 -2.902 0.254  0.074
H 0.470 1.643 -1.960  0.118
H -0.934 0.537 -2.129  0.131
H -1.541 2.296 -0.180  0.101
H 1.859 0.695 0.962  0.054
H -1.751 0.257 1.470  0.120

***

## 2
Molecular formula: C6H10O
Method: DFT, wB97M-V/def2-TZVPD

Output
Gap between HOMO and LUMO, eV: 10.33
LUMO energy, eV: 0.98
HOMO, eV: -9.35
SMILES: C=CCCC(C)=O

Last column: Löwdin charge in e.
Cartesian coordinates (Å):
O 0.743 -0.068 -1.650  0.073
C 2.218 0.793 -0.012  -0.013
C -1.250 -1.245 -0.306  -0.197
C -0.378 1.024 0.152  -0.139
C -1.627 0.220 -0.249  -0.195
C -0.783 -1.889 0.759  -0.008
C 0.852 0.515 -0.593  -0.455
H -1.216 -1.711 -1.287  0.102
H 2.945 0.158 -0.523  0.085
H 2.266 0.633 1.069  0.082
H -0.480 2.093 -0.085  0.125
H -0.780 -1.412 1.739  0.063
H -0.216 0.969 1.236  0.112
H -2.424 0.384 0.486  0.112
H 2.464 1.842 -0.210  0.089
H -2.002 0.568 -1.215  0.109
H -0.334 -2.874 0.689  0.055

***

Relative energies, unit kJ/mol: 1 233.1; 2 0.0

***

## 1
Molecular formula: C6H10O
Method: DFT, wB97M-V/def2-TZVPD

Output
Gap between HOMO and LUMO, eV: 9.57
LUMO energy, eV: 0.87
HOMO, eV: -8.71

Last column: Löwdin charge in e.
Cartesian coordinates (Å):
O 0.397 2.066 0.146  0.001
C -0.928 -0.670 1.754  0.031
C 2.052 0.388 -0.026  -0.043
C -0.423 -0.204 -1.182  -0.105
C 0.628 0.715 0.354  -0.489
C -1.537 -0.976 -0.821  -0.140
C 0.027 0.101 1.440  -0.061
H -1.448 -0.978 0.618  0.042
H -2.532 -0.545 -0.926  0.075
H -1.354 -1.119 2.639  0.063
H -0.578 0.783 -1.610  0.089
H 2.237 0.680 -1.064  0.088
H -0.468 2.279 0.523  0.115
H 0.440 -0.731 -1.582  0.080
H -1.497 -2.054 -0.966  0.075
H 2.743 0.947 0.612  0.089
H 2.240 -0.683 0.089  0.093

***

## 2
Molecular formula: C6H10O
Method: DFT, wB97M-V/def2-TZVPD

Output
Gap between HOMO and LUMO (alpha / beta), eV: 8.33 / 8.33
LUMO energy (alpha / beta), eV: -1.11 / -1.09
HOMO (alpha / beta), eV: -9.44 / -9.41

Last column: Löwdin charge in e.
Cartesian coordinates (Å):
O -1.480 -0.153 1.856  0.019
C -1.256 -0.815 -0.453  -0.187
C -1.843 -0.037 0.707  -0.342
C 0.173 -1.307 -0.187  -0.209
C -0.573 2.273 -0.141  0.237
C 1.222 -0.443 -0.830  -0.202
C 2.257 0.116 -0.202  0.000
H 0.330 -1.352 0.896  0.107
H 0.287 -2.328 -0.573  0.114
H 1.137 -0.321 -1.912  0.104
H -2.705 0.607 0.446  0.106
H 2.405 -0.003 0.869  0.063
H -0.285 2.793 0.799  -0.029
H -0.092 2.887 -0.930  -0.045
H -1.312 -0.187 -1.349  0.097
H 3.019 0.670 -0.746  0.052
H -1.938 -1.661 -0.618  0.118

***

Relative energies, unit kJ/mol: 1 0.0; 2 131.0

***

## 1
Molecular formula: C6H10O
Method: DFT, wB97M-V/def2-TZVPD

Output
Gap between HOMO and LUMO, eV: 9.15
LUMO energy, eV: 0.80
HOMO, eV: -8.35

Last column: Löwdin charge in e.
Cartesian coordinates (Å):
O 1.097 0.173 1.121  -0.169
C -1.688 -0.122 1.203  -0.105
C -0.907 -0.491 -0.022  -0.263
C 1.247 -0.362 -1.326  -0.059
C 0.597 -0.658 0.011  -0.320
C -1.531 0.870 0.083  -0.104
C 2.068 1.029 1.102  0.058
H 2.509 1.028 0.068  -0.004
H 2.269 -0.747 -1.392  0.086
H 0.663 -0.840 -2.116  0.090
H 0.841 -1.675 0.336  0.153
H -0.868 1.712 0.262  0.104
H -2.390 1.093 -0.543  0.101
H -1.127 0.068 2.112  0.104
H -2.656 -0.594 1.348  0.101
H 1.260 0.712 -1.543  0.086
H -1.384 -1.194 -0.703  0.142

***

## 2
Molecular formula: C6H10O
Method: DFT, wB97M-V/def2-TZVPD

Output
Gap between HOMO and LUMO, eV: 10.29
LUMO energy, eV: 1.12
HOMO, eV: -9.18

Last column: Löwdin charge in e.
Cartesian coordinates (Å):
O -1.013 0.795 1.218  -0.058
C 1.087 0.558 0.018  -0.231
C -1.081 -0.863 -0.161  -0.165
C -1.822 0.167 -0.962  -0.049
C -2.012 0.087 0.514  -0.275
C 0.000 -0.230 0.639  -0.244
C 2.440 -0.061 -0.049  -0.097
H 3.154 0.706 -0.343  0.076
H -1.162 -1.923 -0.315  0.132
H -2.949 -0.134 1.003  0.142
H 1.016 1.328 0.785  0.125
H 0.828 0.996 -0.950  0.120
H 2.450 -0.826 -0.816  0.074
H -2.617 -0.260 -1.558  0.105
H -1.333 1.027 -1.415  0.107
H 0.334 -0.840 1.488  0.160
H 2.679 -0.527 0.905  0.078

***

Relative energies, unit kJ/mol: 1 140.1; 2 0.0

***

## 1
Molecular formula: C6H10O
Method: DFT, wB97M-V/def2-TZVPD

Output
Gap between HOMO and LUMO, eV: 10.02
LUMO energy, eV: 0.96
HOMO, eV: -9.07
SMILES: CC1=CCC[C@H]1O

Last column: Löwdin charge in e.
Cartesian coordinates (Å):
O 0.942 -1.342 1.368  -0.036
C -0.694 -0.327 -0.143  -0.255
C 1.543 0.587 -0.133  -0.109
C 0.521 1.743 -0.392  -0.178
C -0.797 0.985 -0.406  -0.041
C 0.743 -0.732 0.094  -0.347
C -1.755 -1.398 -0.105  -0.046
H -1.673 -2.028 -1.002  0.084
H -1.747 1.485 -0.572  0.105
H -1.614 -2.072 0.751  0.079
H 0.612 -0.731 2.041  0.098
H 0.574 2.581 0.379  0.115
H 0.717 2.518 -1.133  0.093
H 2.330 0.412 -0.878  0.111
H 2.032 0.853 0.800  0.101
H -2.773 -0.999 -0.071  0.075
H 1.038 -1.536 -0.597  0.149

***

## 2
Molecular formula: C6H10O
Method: DFT, wB97M-V/def2-TZVPD

Output
Gap between HOMO and LUMO, eV: 7.84
LUMO energy, eV: 1.04
HOMO, eV: -6.81

Last column: Löwdin charge in e.
Cartesian coordinates (Å):
O 0.379 -0.902 -0.694  -0.087
C -0.399 1.199 0.254  -0.223
C 2.092 0.696 0.275  -0.146
C -0.335 -1.895 0.094  -0.057
C -1.068 -0.939 -0.740  -0.217
C -1.628 0.348 -0.152  -0.127
C 0.713 0.255 0.632  -0.183
H -2.234 0.867 -0.903  0.109
H 2.795 -0.147 0.264  0.069
H -0.291 -1.712 1.165  0.111
H -0.093 -2.886 -0.263  0.117
H -0.165 1.920 -0.554  0.106
H -2.283 0.120 0.695  0.117
H -0.626 1.774 1.160  0.115
H -1.459 -1.303 -1.687  0.146
H 2.391 1.334 1.116  0.080
H 2.212 1.272 -0.661  0.070

***

Relative energies, unit kJ/mol: 1 0.0; 2 379.5

***

## 1
Molecular formula: C6H8S
Method: DFT, wB97M-V/def2-TZVPD

Output
Gap between HOMO and LUMO (alpha / beta), eV: 7.90 / 7.90
LUMO energy (alpha / beta), eV: -0.11 / -0.11
HOMO (alpha / beta), eV: -8.02 / -8.01

Last column: Löwdin charge in e.
Cartesian coordinates (Å):
S -2.035 0.616 -0.277  0.900
C -0.328 0.544 -0.017  -0.638
C -0.708 -2.472 -0.286  -0.153
C -1.105 0.746 1.233  -0.385
C 0.318 -1.737 -0.358  -0.021
C 1.782 1.743 -0.148  0.019
C 0.606 1.294 -0.720  -0.251
H -1.063 1.702 1.653  0.055
H -1.677 -1.924 -0.040  0.024
H -0.787 -3.566 -0.543  0.074
H 2.257 1.250 0.779  0.092
H 1.256 -2.070 -0.768  0.041
H -1.241 0.000 1.981  0.069
H 2.484 2.404 -0.739  0.061
H 0.241 1.471 -1.750  0.112

***

## 2
Molecular formula: C6H8S
Method: DFT, wB97M-V/def2-TZVPD

Output
Gap between HOMO and LUMO, eV: 8.72
LUMO energy, eV: 0.31
HOMO, eV: -8.41

Last column: Löwdin charge in e.
Cartesian coordinates (Å):
S 2.228 0.104 1.968  0.719
C -1.210 -0.167 0.501  -0.138
C 0.567 -0.752 -0.930  -0.131
C 0.047 -1.026 0.433  -0.291
C 1.083 -0.009 0.840  -0.768
C 0.768 0.676 -0.452  -0.273
C -0.680 1.129 -0.191  -0.137
H -1.290 1.360 -1.067  0.109
H -1.645 0.012 1.488  0.113
H 1.512 -1.333 -1.125  0.142
H -2.050 -0.564 -0.076  0.110
H 1.392 1.468 -0.895  0.149
H -0.664 2.060 0.410  0.119
H 0.073 -2.024 0.861  0.146
H -0.132 -0.934 -1.765  0.131

***

Relative energies, unit kJ/mol: 1 405.3; 2 0.0

***

## 1
Molecular formula: C4H8O2
Method: DFT, wB97M-V/def2-TZVPD

Output
Gap between HOMO and LUMO, eV: 9.41
LUMO energy, eV: 0.92
HOMO, eV: -8.49

Last column: Löwdin charge in e.
Cartesian coordinates (Å):
O 0.337 -0.683 0.464  -0.117
O 0.959 -0.239 -2.359  -0.055
C -1.697 -0.597 1.506  -0.114
C 1.268 0.310 -0.013  -0.176
C -0.281 -0.165 1.514  -0.097
C 0.722 0.734 -1.365  -0.244
H -0.357 0.940 -1.261  0.126
H 2.282 -0.083 -0.091  0.129
H 1.207 1.654 -1.698  0.125
H -1.997 -1.232 0.665  0.075
H -2.233 0.366 1.453  0.086
H 1.187 1.077 0.765  0.101
H 0.549 -1.061 -2.058  0.088
H -1.946 -1.020 2.479  0.073

***

## 2
Molecular formula: C4H8O2
Method: DFT, wB97M-V/def2-TZVPD

Output
Gap between HOMO and LUMO, eV: 10.47
LUMO energy, eV: 0.71
HOMO, eV: -9.76
SMILES: C[C@H](C=O)CO

Last column: Löwdin charge in e.
Cartesian coordinates (Å):
O 2.312 0.461 0.926  0.057
O -1.012 -2.082 0.107  -0.062
C 1.278 -0.154 1.040  -0.234
C 0.009 0.163 0.278  -0.327
C 0.140 1.445 -0.536  -0.068
C -0.329 -1.067 -0.596  -0.245
H 0.683 2.209 0.026  0.080
H 0.697 1.270 -1.462  0.088
H -0.889 -0.738 -1.483  0.124
H -0.800 0.259 1.019  0.145
H -0.846 1.842 -0.800  0.081
H 1.217 -1.044 1.702  0.134
H -1.921 -1.772 0.253  0.097
H 0.598 -1.528 -0.959  0.131

***

Relative energies, unit kJ/mol: 1 274.1; 2 0.0